Entry 1:
Computed, not measured: a molecular structure, C28H28O2PPtSb, with ωB97M-V/def2-TZVPD.

Positions of all 61 atoms, in Å:
Pt 0.7326 0.7748 -0.5957
C -0.4932 -3.6275 -5.0482
C -0.9605 -4.1365 -3.8451
C -0.7600 -3.4339 -2.6657
C -0.0866 -2.2150 -2.6907
C 0.3719 -1.7023 -3.9005
C 0.1733 -2.4093 -5.0752
P 0.3211 -1.3241 -1.1730
C -0.7381 -1.9459 0.1616
C -0.1760 -2.3570 1.3671
C -0.9957 -2.7212 2.4245
C -2.3752 -2.6833 2.2845
C -2.9396 -2.2740 1.0852
C -2.1243 -1.9005 0.0298
C 2.0247 -1.6739 -0.6755
C 2.9423 -2.7112 -0.6693
C 4.2164 -2.4187 -0.2013
C 4.5394 -1.1264 0.2141
C 3.6186 -0.0854 0.1775
C 2.3359 -0.3688 -0.2814
H -0.6482 -4.1794 -5.9661
H -1.4826 -5.0843 -3.8224
H -1.1216 -3.8373 -1.7283
H 0.8916 -0.7506 -3.9177
H 0.5348 -2.0075 -6.0127
H 0.8993 -2.3668 1.4859
H -0.5521 -3.0257 3.3632
H -3.0108 -2.9633 3.1145
H -4.0155 -2.2338 0.9753
H -2.5742 -1.5606 -0.8968
H 2.6806 -3.7051 -1.0118
H 4.9727 -3.1922 -0.1676
H 5.5435 -0.9301 0.5717
H 3.8954 0.9141 0.4864
C -0.5237 4.5193 -1.3915
Sb -1.1010 2.4831 -1.6206
C -1.4984 2.5192 -3.7146
C -3.0892 2.6518 -0.8935
H -1.2679 5.1715 -1.8469
H 0.4458 4.6889 -1.8570
H -0.4417 4.7440 -0.3290
H -2.1209 3.3793 -3.9575
H -2.0146 1.6059 -4.0084
H -0.5625 2.5833 -4.2677
H -3.5807 3.5077 -1.3546
H -3.0394 2.7774 0.1860
H -3.6511 1.7459 -1.1159
O 1.1481 1.8459 1.1781
C 0.0884 1.8825 1.9125
O -1.0576 1.6714 1.5153
C 0.3574 2.1984 3.3602
C 1.6520 2.3304 3.8493
C 1.8603 2.5914 5.1955
C 0.7789 2.7217 6.0556
C -0.5149 2.5882 5.5706
C -0.7246 2.3239 4.2260
H 2.4826 2.2232 3.1661
H 2.8691 2.6911 5.5758
H 0.9453 2.9261 7.1060
H -1.3584 2.6853 6.2424
H -1.7209 2.2058 3.8217

Computed properties:
LUMO energy in eV: 0.2734
Energy relative to the best compared isomer or geometry (same formula, charge and spin) in kJ/mol: 77.8
Gap between HOMO and LUMO in eV: 8.29
Electronic energy in Eh: -1935.1765

***

Entry 2:
Computed, not measured: 2 unconnected molecules or ions with the total composition C4H11N2O in a non-equilibrium geometry, with ωB97M-V/def2-TZVPD.

Positions of all 18 atoms, in Å:
C -1.1708 -0.1991 -0.2743
C -1.5048 0.0324 1.1024
C 1.2051 1.5496 -0.8724
C 1.8523 -0.7507 -1.0405
N 1.2674 0.2757 -0.2796
N -2.8177 -0.4682 1.6827
O -1.6965 1.0220 0.1536
H -1.6824 -0.7973 -1.0015
H -0.7468 0.1941 1.8577
H 1.2142 1.5512 -1.9682
H 0.3290 2.0852 -0.4946
H 2.0694 2.1179 -0.5082
H 1.5753 -0.7588 -2.1014
H 2.9385 -0.5773 -1.0023
H 1.6627 -1.7156 -0.5733
H -2.9050 -1.4882 1.5698
H -3.5833 -0.0041 1.1684
H -2.8976 -0.2383 2.6838

Computed properties:
LUMO energy (spin up / spin down) in eV: -3.7862 / -4.1392
Energy relative to the best compared isomer or geometry (same formula, charge and spin) in kJ/mol: 660.1
Net charge: +1
Gap between HOMO and LUMO (spin up / spin down) in eV: 8.71 / 8.17
Electronic energy in Eh: -343.3127

***

Entry 3:
Computed, not measured: a molecular structure, C54H45NP3SiV in a non-equilibrium geometry, with ωB97M-V/def2-TZVPD.

Positions of all 105 atoms, in Å:
V -0.2886 -0.1270 -0.3754
C 4.5668 -4.3545 -0.1237
C 4.0407 -3.5046 -1.0814
C 3.0646 -2.5809 -0.7278
C 2.6056 -2.5014 0.5815
C 3.1482 -3.3570 1.5479
C 4.1218 -4.2772 1.1921
P 1.3945 -1.2199 1.0476
C 0.5070 -2.0877 2.4182
C 0.1674 -1.4517 3.6095
C -0.4563 -2.1618 4.6299
C -0.7396 -3.5123 4.4742
C -0.4271 -4.1469 3.2803
C 0.1801 -3.4355 2.2529
C 2.3230 0.0385 1.9870
C 3.5654 -0.2196 2.5616
C 4.1050 0.6818 3.4665
C 3.3984 1.8246 3.8219
C 2.1836 2.1040 3.2151
C 1.6399 1.2312 2.2680
Si 0.2181 1.7075 1.1290
C -1.4273 2.1226 1.9470
C -1.5728 3.3271 2.6370
C -2.7353 3.6260 3.3396
C -3.7624 2.7005 3.3796
C -3.6521 1.5005 2.6870
C -2.5170 1.2095 1.9280
P -2.2405 -0.4655 1.2043
C -2.4878 -0.7649 -0.6408
C -1.7203 -1.8894 -1.0336
C -1.7859 -2.3833 -2.3393
C -2.6237 -1.7781 -3.2603
C -3.4230 -0.7040 -2.8703
C -3.3617 -0.2101 -1.5801
C -3.7172 -1.4474 1.6513
C -3.5908 -2.6421 2.3457
C -4.7210 -3.3928 2.6533
C -5.9744 -2.9551 2.2589
C -6.1029 -1.7643 1.5474
C -4.9806 -1.0172 1.2355
C 1.1235 3.0352 0.1245
C 1.5321 4.2606 0.6657
C 2.3477 5.1239 -0.0447
C 2.7681 4.7937 -1.3287
C 2.3574 3.6031 -1.9006
C 1.5584 2.7119 -1.1747
P 0.9051 1.2095 -1.9723
C 2.2560 0.2973 -2.7875
C 1.8974 -0.8910 -3.4320
C 2.8306 -1.6123 -4.1607
C 4.1459 -1.1690 -4.2237
C 4.5267 -0.0320 -3.5249
C 3.5885 0.7010 -2.8065
C -0.0385 1.9142 -3.4028
C -0.3834 1.1094 -4.4908
C -1.0348 1.6430 -5.5960
C -1.3683 2.9887 -5.6293
C -1.0585 3.7946 -4.5432
C -0.4048 3.2629 -3.4362
H 5.3257 -5.0788 -0.3962
H 4.3920 -3.5504 -2.1059
H 2.6649 -1.9185 -1.4748
H 2.8140 -3.3085 2.5747
H 4.5392 -4.9326 1.9465
H 0.4143 -0.4090 3.7647
H -0.6960 -1.6609 5.5605
H -1.2108 -4.0663 5.2781
H -0.6487 -5.1998 3.1483
H 0.4370 -3.9499 1.3340
H 4.1137 -1.1189 2.3136
H 5.0705 0.4805 3.9147
H 3.8057 2.5089 4.5579
H 1.6525 3.0140 3.4826
H -0.7543 4.0429 2.6466
H -2.8234 4.5640 3.8752
H -4.6537 2.8995 3.9623
H -4.4607 0.7906 2.7591
H -1.1795 -2.4629 -0.2807
H -1.2057 -3.2555 -2.6140
H -2.6891 -2.1642 -4.2701
H -4.1121 -0.2607 -3.5793
H -4.0330 0.5903 -1.2975
H -2.6120 -2.9932 2.6451
H -4.6172 -4.3176 3.2077
H -6.8553 -3.5388 2.4975
H -7.0816 -1.4154 1.2389
H -5.0936 -0.0993 0.6719
H 1.2177 4.5478 1.6643
H 2.6558 6.0628 0.4002
H 3.4065 5.4695 -1.8840
H 2.6297 3.3772 -2.9245
H 0.8844 -1.2695 -3.3461
H 2.5378 -2.5235 -4.6701
H 4.8760 -1.7225 -4.8036
H 5.5608 0.2936 -3.5436
H 3.9084 1.5697 -2.2489
H -0.1325 0.0597 -4.5012
H -1.2675 1.0024 -6.4380
H -1.8705 3.4057 -6.4944
H -1.3101 4.8494 -4.5536
H -0.1721 3.9225 -2.6093
N -1.8123 2.0953 -0.9487
H -2.1473 2.0911 -1.9072
H -1.3205 2.9784 -0.8195
H -2.6181 2.1345 -0.3340

Computed properties:
LUMO energy (spin up / spin down) in eV: -6.2894 / -5.8696
Net charge: +2
Spin multiplicity: 3
<S²>: 2.055
Gap between HOMO and LUMO (spin up / spin down) in eV: 7.24 / 7.42
Electronic energy in Eh: -4396.6077

***

Entry 4:
Computed, not measured: a molecular structure, C2H4O2S2 in a non-equilibrium geometry, with ωB97M-V/def2-TZVPD.

Positions of all 10 atoms, in Å:
C 0.8209 0.3322 -0.7086
C 0.1578 -0.9804 -0.4261
O 0.1272 2.1416 1.8716
O -2.2757 -0.8884 0.7902
S -0.5060 1.5652 0.6900
S -0.9136 -0.5637 1.0726
H 1.8319 0.5798 -0.5591
H 0.5862 0.8880 -1.5741
H -0.4806 -1.2845 -1.1197
H 0.6518 -1.7898 -0.0368

Computed properties:
LUMO energy in eV: -0.4420
Energy relative to the best compared isomer or geometry (same formula, charge and spin) in kJ/mol: 349.1
Gap between HOMO and LUMO in eV: 8.51
Electronic energy in Eh: -1025.3325

***

Entry 5:
Computed, not measured: a molecular structure, C31H33BrCl2N7O5V in a non-equilibrium geometry, with ωB97M-V/def2-TZVPD.

Positions of all 80 atoms, in Å:
V 0.2654 0.9719 0.5318
O 2.4063 1.0304 0.6343
C 2.8307 1.8815 1.6972
C 1.6975 2.7046 2.2704
C 1.9744 3.7877 3.0907
C 0.9267 4.5321 3.6043
C -0.3712 4.1767 3.2632
C -0.5656 3.1002 2.4245
N 0.4442 2.3594 1.9465
H 2.5091 0.0961 0.8826
H 3.5806 2.5663 1.2948
H 3.2941 1.3044 2.5013
H 3.0009 4.0386 3.3234
H 1.1171 5.3734 4.2558
H -1.2168 4.7333 3.6399
H -1.5582 2.8023 2.1147
Cl -4.7163 -0.8931 5.3724
C -3.8318 -0.4829 3.9428
C -4.4952 0.0909 2.8604
C -3.7667 0.4680 1.7559
Cl -4.6454 1.1953 0.4502
C -2.3527 0.3385 1.6353
O -1.7052 0.8032 0.6102
C -1.7342 -0.3385 2.7440
C -0.3484 -0.6792 2.7223
O 0.4848 -0.3420 1.8409
C -2.4843 -0.7117 3.8719
H -5.5648 0.2429 2.8865
H 0.0077 -1.3017 3.5517
H -1.9742 -1.1753 4.7073
N 0.4500 -0.0888 -1.2429
C -0.2766 0.6182 -2.3060
C 0.1863 0.1109 -3.6886
C -0.4001 0.6846 -4.9954
C -1.9243 0.7882 -5.0938
N -2.3802 1.9532 -4.3563
C -3.3459 1.9814 -3.4640
N -4.3001 1.0402 -3.4376
N -3.3849 2.9973 -2.6001
C -0.1011 2.1415 -1.9806
O -0.2994 3.0158 -2.8401
O 0.1738 2.3730 -0.7689
H 1.4359 -0.1393 -1.4843
H 0.1234 -1.0443 -1.0601
H -1.3420 0.4049 -2.1669
H 0.0060 -0.9684 -3.6875
H 1.2688 0.2599 -3.7394
H -0.0645 0.0333 -5.8034
H 0.0201 1.6748 -5.1725
H -2.3929 -0.1233 -4.7116
H -2.2012 0.9054 -6.1432
H -1.6126 2.6134 -4.1579
H -4.4128 0.4057 -4.2065
H -5.0334 1.0979 -2.7548
H -2.5643 3.5810 -2.5078
H -4.0430 2.9814 -1.8407
Br 8.4737 -2.0366 0.1386
C 6.5804 -2.1240 0.1666
C 5.8459 -1.3258 -0.6966
C 4.4651 -1.3731 -0.6568
C 3.7982 -2.2387 0.2138
C 4.5607 -3.0226 1.0835
C 5.9425 -2.9619 1.0667
N 2.3913 -2.2354 0.1797
C 1.7597 -3.3037 0.4520
C 0.3013 -3.4477 0.4727
C -0.2323 -4.6217 1.0078
C -1.6059 -4.7719 1.0813
C -2.4156 -3.7560 0.5999
C -1.8041 -2.6468 0.0345
N -0.4892 -2.4897 -0.0280
H 6.3527 -0.6733 -1.3934
H 3.8922 -0.7450 -1.3269
H 4.0778 -3.6718 1.8024
H 6.5215 -3.5626 1.7539
H 2.2885 -4.2289 0.7019
H 0.4273 -5.3978 1.3729
H -2.0402 -5.6664 1.5063
H -3.4927 -3.8307 0.6420
H -2.3920 -1.8392 -0.3911

Computed properties:
LUMO energy (spin up / spin down) in eV: -2.7381 / -2.7396
Energy relative to the best compared isomer or geometry (same formula, charge and spin) in kJ/mol: 123.9
Net charge: +1
Spin multiplicity: 4
<S²>: 3.777
Gap between HOMO and LUMO (spin up / spin down) in eV: 5.36 / 7.39
Electronic energy in Eh: -6398.9787

***

The lowest electronic energy belongs to which entry? C31H33BrCl2N7O5V